{"formula": "C2H3N2O2", "method": "the ωB97M-V functional and the def2-TZVPD basis", "charge": 1, "lumo_ha": -0.1712, "total_energy_ev": -9190.22007, "relative_energy_ev": 0.104, "symbols": ["O", "O", "N", "N", "C", "C", "H", "H", "H"], "positions_angstrom": [[2.2508, 1.7545, 0.1753], [3.5368, 1.8999, -1.7202], [-2.2740, -1.4089, 0.1116], [-0.2223, -0.2538, 0.6853], [2.8852, 1.7694, -0.8104], [-1.2605, -0.6641, 0.3897], [-2.9542, -1.3379, -0.6714], [0.5014, 0.3718, 1.1047], [-2.4631, -2.1309, 0.7353]], "forces_ev_per_angstrom": [[-0.2263, -0.6345, -0.3360], [1.4463, -0.1356, -2.4167], [-0.6097, 1.3611, -1.7425], [0.3031, 0.9912, 0.3115], [-1.3485, 0.6508, 2.8085], [0.5865, -0.6050, -0.0759], [1.0545, 0.5174, 0.6365], [-0.8398, -0.5932, -0.6319], [-0.3660, -1.5521, 1.4464]]}

***

{"formula": "C13H29Cl10N3O6", "method": "the ωB97M-V functional and the def2-TZVPD basis", "lumo_ha": -0.0151, "total_energy_ev": -155922.81637, "relative_energy_ev": 0.881, "symbols": ["Cl", "Cl", "Cl", "Cl", "Cl", "Cl", "Cl", "Cl", "Cl", "Cl", "O", "O", "O", "O", "O", "O", "N", "N", "N", "C", "C", "C", "C", "C", "C", "C", "C", "C", "C", "C", "C", "C", "H", "H", "H", "H", "H", "H", "H", "H", "H", "H", "H", "H", "H", "H", "H", "H", "H", "H", "H", "H", "H", "H", "H", "H", "H", "H", "H", "H", "H"], "positions_angstrom": [[0.5684, -5.7397, -0.4371], [3.0983, 1.5033, 1.0104], [-5.6595, 0.3728, -0.1399], [-4.3094, -3.1675, 1.9997], [-2.6335, 0.9818, 3.2470], [-2.3465, -0.0114, -1.4881], [1.7352, 2.8777, 3.7833], [2.8111, -2.2546, 0.9020], [-0.7846, -1.3910, 1.2218], [0.5192, -1.0293, 5.1544], [0.0996, -2.1181, -5.3713], [-0.7844, -0.6449, -4.0347], [3.2780, -0.4096, -4.2315], [-0.2461, 3.1182, -3.1666], [2.3813, -0.1971, -2.2575], [-2.0183, 4.3261, -2.6053], [-0.2514, -1.6962, -4.2607], [2.9583, 0.2716, -3.2402], [-0.8678, 4.1932, -2.9939], [0.9904, -4.1681, 0.2925], [-4.3134, -1.5307, 1.3528], [3.2573, 1.9560, 3.7310], [-1.9802, -0.0284, 4.4911], [3.3572, 0.8983, 2.6423], [3.0092, 1.7786, -3.3295], [-5.5340, -1.2683, 0.5473], [-1.4825, 0.8872, -0.2325], [-0.0978, 5.4617, -3.0543], [0.0896, -2.5623, -3.0633], [-0.4774, 0.3080, 4.5428], [2.3713, -3.6845, -0.1011], [-0.3151, -0.0023, 0.2031], [-0.6315, -2.4221, -2.2580], [-5.5299, -1.9858, -0.2732], [-0.1117, 0.7495, 3.6157], [0.4487, 0.5678, 0.7320], [-0.3633, 1.1021, 5.2806], [-2.1129, 1.1016, 0.6305], [2.4468, -3.3599, -1.1389], [3.0727, -4.5110, 0.0132], [-3.3636, -1.2774, 0.8818], [3.1719, 2.0783, -4.3648], [3.4401, 1.3933, 4.6465], [2.5834, 0.1468, 2.7992], [0.2184, -3.4578, -0.0034], [-2.4687, 0.1965, 5.4391], [4.0594, 2.6716, 3.5508], [3.8332, 2.2375, -2.7832], [0.1745, 5.6126, -2.0097], [-4.4177, -0.8652, 2.2096], [-6.4400, -1.4754, 1.1169], [-2.1896, -1.0593, 4.2057], [2.0816, 2.2733, -3.0416], [0.8939, -4.3003, 1.3702], [0.6938, 5.1811, -3.7490], [0.1242, -0.4224, -0.7016], [-0.6445, 6.3269, -3.4293], [0.3209, -3.6195, -3.1933], [-1.1055, 1.7906, -0.7121], [4.3688, 0.4949, 2.6882], [1.0242, -2.1985, -2.6363]], "forces_ev_per_angstrom": [[0.2182, 0.0044, -0.2330], [0.0460, 0.3649, -0.5262], [0.2001, -0.1439, 0.3268], [0.0897, -0.4379, -0.1054], [-0.9944, 1.0724, -0.7127], [-0.6614, 0.0447, -0.0400], [0.1583, -0.2941, 0.0469], [0.0350, -0.4541, -0.1748], [-0.1469, 0.1997, 0.1465], [0.0741, -0.1035, -0.2740], [-0.5687, 0.5965, 1.4113], [-0.0704, 0.2671, -0.1506], [0.0037, 1.5423, 1.9026], [-1.4463, 2.1141, 0.2005], [1.0386, 0.5475, -0.6202], [0.7231, -0.9317, -0.5874], [1.1128, -1.9213, -0.7333], [-1.5944, -0.9494, -1.0310], [-0.4538, -0.8288, 0.8414], [-0.5288, 0.4745, 0.2144], [0.1831, 1.8155, 1.2669], [0.7908, -0.2163, -0.6956], [1.0422, -0.7472, 0.2650], [-0.6701, 0.1056, 0.4872], [0.5152, 0.8423, -0.8955], [-0.7341, -1.2300, -1.2266], [0.6648, -0.7674, 0.4300], [0.6921, -0.6122, -0.7180], [0.5961, 0.1425, 1.1479], [-0.5879, 0.6178, 0.9221], [-0.0022, -0.3469, -0.2211], [0.2700, 0.5809, -0.5515], [-0.3739, 0.1043, -0.4632], [-0.1981, 0.2491, -0.3108], [0.0704, -0.7519, -0.0938], [-0.1097, -0.0778, 0.1079], [0.0917, 0.0209, -0.0375], [-0.1866, 0.1221, -0.3716], [-0.2357, 0.0118, 0.0798], [0.2588, 0.3364, 0.3669], [-0.2906, -0.3931, -0.2515], [0.0563, -0.5777, -0.0823], [-0.2844, 0.4444, 0.2897], [0.2970, -0.2478, 0.0478], [0.1462, -0.1328, -0.0384], [0.0503, -0.0629, -0.1181], [-0.1227, 0.1074, 0.3168], [0.0119, -0.6709, 0.3969], [0.4737, 0.1543, -0.2752], [0.4164, -0.1106, 0.2031], [0.1268, 0.2274, 0.1046], [0.2237, 0.0079, 0.0939], [-0.1440, -0.7862, 0.3932], [0.2341, 0.0422, -0.0776], [0.4692, 0.5997, 0.5059], [0.2066, 0.0350, 0.1847], [-0.4093, -0.5041, 0.1051], [-0.6517, 0.1269, -1.0214], [-0.0015, -0.0057, 0.1956], [-0.1968, -0.2431, 0.0049], [0.0770, 0.6268, -0.3680]]}

***

{"formula": "C5H4", "method": "the ωB97M-V functional and the def2-TZVPD basis", "lumo_ha": -0.0019, "total_energy_ev": -5242.24082, "relative_energy_ev": 3.955, "symbols": ["C", "C", "C", "C", "C", "H", "H", "H", "H"], "positions_angstrom": [[-1.1411, 0.2100, -2.1056], [0.8016, -0.3328, 1.4356], [0.0370, -0.0530, 0.1995], [-1.8357, 0.5682, -3.0919], [-0.5164, 0.0489, -0.9233], [0.1610, -0.5552, 2.2945], [1.4988, 0.4687, 1.6990], [1.4085, -1.2338, 1.2528], [-0.9626, 0.9282, -0.2278]], "forces_ev_per_angstrom": [[-0.2990, -0.1009, -0.9329], [-0.1419, 0.1386, -0.0665], [-0.4000, 0.1858, -0.5828], [0.3953, -0.2300, 0.5205], [0.1697, -0.1565, 0.0678], [-0.0066, 0.1106, -0.2194], [-0.2171, -0.0406, -0.1310], [-0.2622, 0.2394, -0.1653], [0.7618, -0.1464, 1.5096]]}

***

{"formula": "C4H12", "method": "the ωB97M-V functional and the def2-TZVPD basis", "lumo_ha": 0.0423, "total_energy_ev": -4342.18410, "relative_energy_ev": 0.344, "symbols": ["C", "C", "C", "C", "H", "H", "H", "H", "H", "H", "H", "H", "H", "H", "H", "H"], "positions_angstrom": [[0.9942, -0.3123, -1.4410], [0.0430, 0.2759, 2.1092], [-1.4656, 0.5260, 2.1760], [0.4372, -0.4801, -2.8656], [0.3112, -0.7684, -0.7326], [-2.0704, -0.3835, 2.2557], [-1.7753, 1.1170, 3.0398], [1.1703, -0.9758, -3.5148], [1.9158, -0.8912, -1.3540], [0.4486, 0.8058, 1.2498], [-0.4779, -1.0718, -2.8702], [0.5367, 0.6380, 3.0232], [0.2647, 0.4705, -3.3619], [0.2724, -0.7859, 2.1490], [-1.8104, 1.1144, 1.3283], [1.2056, 0.7213, -1.1908]], "forces_ev_per_angstrom": [[0.0966, -0.7282, -0.5100], [-0.1656, 0.2433, 1.0282], [-0.5781, 0.1596, 0.3490], [0.5206, -0.0327, -0.2698], [-0.1189, 0.3137, 0.2968], [0.2079, 0.0430, -0.2887], [0.2703, 0.0368, 0.1332], [-0.2150, -0.1006, 0.1732], [0.0861, 0.2094, 0.1225], [0.3528, -0.4229, 0.0604], [0.0188, 0.1064, -0.1179], [-0.0963, 0.2590, -0.3383], [-0.3236, 0.1560, 0.1035], [0.0846, -0.0833, -0.6792], [-0.0721, -0.2259, -0.2194], [-0.0683, 0.0664, 0.1565]]}

***

{"formula": "C25H7F7N5O2S2Ti", "method": "the ωB97M-V functional and the def2-TZVPD basis", "charge": -1, "lumo_ha": [0.0241, 0.0241], "total_energy_ev": -101395.79460, "relative_energy_ev": 0.885, "symbols": ["Ti", "S", "S", "F", "F", "F", "F", "F", "F", "F", "O", "O", "N", "N", "N", "N", "N", "C", "C", "C", "C", "C", "C", "C", "C", "C", "C", "C", "C", "C", "C", "C", "C", "C", "C", "C", "C", "C", "C", "C", "C", "C", "H", "H", "H", "H", "H", "H", "H"], "positions_angstrom": [[-0.7550, 0.2362, -0.5280], [-2.5485, -1.2969, -0.3617], [0.6496, -1.8282, -0.1817], [0.4365, -1.8925, 4.0043], [2.3346, 1.9690, 0.7359], [-1.2455, -0.3604, 2.7961], [2.7702, -3.4329, -2.0727], [3.7452, -2.7025, -0.2912], [4.0219, 0.3958, 1.8805], [4.7034, -2.4890, -2.2155], [-2.5723, 2.8536, -1.7034], [-1.5101, 0.8970, -1.9777], [1.0721, 0.4110, -1.3241], [2.6578, -3.4579, 5.4606], [0.2019, 3.9909, -0.1619], [-3.0778, 1.7676, 1.4788], [5.8268, -1.6340, 3.2685], [-0.5363, 1.7852, 0.9831], [-3.8896, 0.8838, -1.5882], [0.4346, 0.9034, 1.6906], [-3.9283, -0.3963, -1.0152], [2.3488, -0.8481, 3.0407], [-5.1768, -1.0227, -0.9101], [0.9465, -0.9313, 3.2212], [4.6819, -1.6496, 3.4197], [2.8183, 1.1013, -2.7541], [-1.9361, 1.7740, 1.3165], [2.7214, 0.1894, 2.1471], [3.2750, -1.7007, 3.6687], [2.8626, -1.0980, -1.7668], [-6.3302, -0.4016, -1.3486], [2.9025, -2.6797, 4.6436], [-6.2802, 0.8755, -1.8990], [1.6363, -0.8029, -1.1378], [1.6280, 1.3358, -2.1284], [-0.1074, 3.0177, 0.3685], [0.0557, -0.1214, 2.5818], [3.5193, -2.4399, -1.5755], [1.8295, 1.0196, 1.5411], [-2.6348, 1.6624, -1.7434], [-5.0615, 1.5110, -2.0073], [3.4397, -0.1379, -2.5584], [3.2616, 1.8602, -3.3812], [-7.1853, 1.3705, -2.2275], [4.3852, -0.3503, -3.0394], [-5.2187, -2.0092, -0.4647], [-7.2805, -0.9129, -1.2506], [1.0952, 2.2744, -2.2199], [-4.9870, 2.5115, -2.4135]], "forces_ev_per_angstrom": [[0.0282, -1.5304, 2.0163], [0.1498, 0.1827, 0.0170], [-0.1347, 0.0563, -0.1920], [0.0432, 0.0050, 0.0101], [-0.0673, 0.0302, 0.0217], [0.0055, 0.1231, -0.0333], [-0.1074, -0.1513, -0.0621], [0.0422, -0.0660, 0.1868], [-0.0842, -0.0052, 0.0217], [0.0790, -0.0220, -0.0158], [0.0857, 0.2517, -0.2127], [-0.7823, 1.1197, -0.6540], [1.2786, -0.1391, -0.9463], [0.0590, 0.0289, -0.1098], [0.0316, -0.0580, -0.0067], [0.0189, 0.0200, -0.0417], [-0.1321, -0.0753, -0.0018], [-0.3928, -0.2165, -0.5402], [0.1817, -0.2436, 0.1179], [-0.2788, 0.0980, -0.0465], [-0.0603, 0.0596, -0.0067], [0.1084, -0.1112, 0.0618], [0.0831, -0.0087, 0.0234], [0.0563, -0.1133, 0.0086], [-0.1344, 0.1092, 0.0575], [0.1601, -0.0296, -0.0843], [0.0682, 0.3617, 0.4586], [0.1570, -0.0691, 0.0295], [0.1640, -0.2241, 0.1288], [0.0070, 0.0332, 0.1364], [0.0027, -0.0220, 0.0071], [-0.0148, 0.2100, -0.0926], [-0.0433, -0.0071, 0.0004], [0.0364, -0.1192, -0.0974], [-0.0925, 0.1052, 0.2202], [-0.0599, -0.0310, 0.2261], [-0.1220, 0.1034, 0.0591], [-0.0510, 0.2452, -0.0617], [-0.0409, 0.0729, -0.1796], [-0.2890, -0.0892, -0.3624], [-0.0051, 0.0380, -0.0149], [0.0690, 0.1320, -0.0824], [0.0121, -0.0231, 0.0190], [0.0244, -0.0236, 0.0030], [-0.0137, 0.0063, 0.0008], [-0.0297, 0.0324, -0.0036], [0.0272, 0.0036, -0.0012], [-0.0501, -0.0331, 0.0011], [0.0071, -0.0165, 0.0168]]}

***

{"formula": "C21H18N3NiO8S2", "method": "the ωB97M-V functional and the def2-TZVPD basis", "multiplicity": 3, "charge": -1, "lumo_ha": [0.0983, 0.0958], "total_energy_ev": -105632.62675, "symbols": ["Ni", "S", "S", "O", "O", "O", "O", "O", "O", "O", "O", "N", "N", "N", "C", "C", "C", "C", "C", "C", "C", "C", "C", "C", "C", "C", "C", "C", "C", "C", "C", "C", "C", "C", "C", "H", "H", "H", "H", "H", "H", "H", "H", "H", "H", "H", "H", "H", "H", "H", "H", "H", "H"], "positions_angstrom": [[0.8185, -0.1376, -0.4295], [0.2164, -3.3116, -1.3482], [-1.3788, -0.3533, -2.8266], [0.9176, -2.0295, -1.2697], [-0.5549, -3.6254, -0.1645], [-1.3417, -0.1015, -1.4155], [-2.2217, 0.4437, -3.6556], [1.0659, -4.3658, -1.8477], [0.4259, 2.3569, -3.7672], [1.0278, 0.4757, -2.5675], [0.1247, -0.2666, -3.4142], [1.3200, 1.8500, -0.3254], [0.2826, -0.5473, 1.5064], [-0.6014, 0.2395, 2.1355], [0.7598, 1.9012, -2.6982], [1.6646, -2.5036, 2.0755], [-3.1431, -3.4752, -4.5153], [-1.7000, -2.0599, -3.1957], [-1.5031, -4.4403, -3.0549], [1.5614, 4.6217, 2.1285], [0.6883, -1.4248, 2.4094], [-1.6582, 0.7051, 4.3257], [2.0871, 1.9053, 1.9511], [-2.5226, -4.5889, -3.9732], [0.9897, 2.5537, -1.4519], [1.5724, 2.5688, 0.8148], [2.0109, 3.9441, 3.2428], [-0.7602, -0.0785, 3.4293], [2.2909, 2.5744, 3.1363], [0.0590, -1.1658, 3.6487], [0.8226, 3.9750, -1.4404], [0.9577, 4.6632, -0.2911], [1.3526, 3.9659, 0.9082], [-2.7274, -2.2167, -4.1329], [-1.0674, -3.1804, -2.6315], [-0.9986, 1.0144, 1.6280], [-2.8341, -5.5828, -4.2723], [2.3064, 0.8497, 1.8592], [-2.3505, 0.0482, 4.8523], [0.1878, -1.7075, 4.5720], [-1.0804, 1.2578, 5.0671], [1.3708, 5.6894, 2.1789], [2.1716, -2.8416, 2.9797], [2.4026, -2.1425, 1.3592], [2.1627, 4.4657, 4.1796], [-3.1825, -1.3337, -4.5529], [0.5639, 4.4560, -2.3737], [-1.0078, -5.3068, -2.6393], [-3.9403, -3.5829, -5.2398], [-2.2441, 1.4275, 3.7566], [2.6797, 2.0337, 3.9916], [0.8029, 5.7359, -0.2567], [1.1540, -3.3517, 1.6149]], "forces_ev_per_angstrom": [[0.5044, 0.1239, 0.3213], [-0.0002, 0.3644, 0.0808], [0.1463, -0.1793, 0.3750], [-0.1068, 0.0082, -0.1449], [-0.0378, -0.0576, 0.0357], [-0.2861, -0.0061, -0.2140], [-0.0920, 0.0446, 0.0128], [0.0236, -0.1547, 0.0150], [-0.0595, -0.0029, -0.0355], [-0.4602, -0.0745, -0.0120], [0.4780, 0.1848, -0.1467], [-0.2102, 0.0542, 0.0920], [0.0593, -0.2219, -0.1701], [-0.0728, 0.2523, -0.2005], [0.1636, -0.0735, 0.1119], [-0.0485, 0.0248, -0.0099], [-0.0326, -0.0319, -0.0569], [-0.1260, -0.2118, -0.0453], [0.1082, 0.2029, 0.1133], [-0.0276, 0.0188, -0.0872], [0.0012, -0.1200, 0.1844], [-0.0118, -0.0203, 0.0150], [-0.0577, -0.0268, -0.0020], [-0.0837, -0.0832, -0.0671], [-0.0220, 0.1907, -0.0470], [0.0604, -0.1699, -0.0943], [0.0147, -0.1260, 0.0050], [0.0365, -0.0472, 0.0537], [-0.0066, 0.0847, 0.0064], [0.0100, -0.0040, -0.0634], [0.0520, -0.2230, -0.0882], [0.0174, 0.0828, 0.1964], [0.0401, 0.1277, -0.0516], [0.1623, -0.0497, 0.1103], [-0.1887, 0.0520, -0.1991], [0.0268, -0.0322, 0.0130], [0.0182, 0.0100, 0.0174], [0.0069, 0.0335, 0.0106], [0.0019, 0.0115, 0.0082], [-0.0054, 0.0190, -0.0369], [0.0067, -0.0017, 0.0067], [0.0030, -0.0208, -0.0111], [0.0233, 0.0038, -0.0145], [-0.0096, 0.0101, -0.0114], [0.0117, -0.0075, -0.0088], [-0.0121, 0.0159, -0.0047], [-0.0197, -0.0178, 0.0029], [0.0027, 0.0147, -0.0015], [0.0123, 0.0037, 0.0102], [0.0070, -0.0209, -0.0108], [-0.0085, 0.0014, -0.0051], [0.0058, -0.0178, 0.0211], [-0.0182, 0.0630, 0.0213]]}

***

What is the formula in the fifth record? C25H7F7N5O2S2Ti